(1)
Density functional theory data (ωB97M-V with the def2-TZVPD basis set) for a cluster of 2 separate species, C4H14N2O in total at a distorted geometry.

The frontier orbital gap comes out at 11.027 eV. The value obtained for the energy relative to the best compared isomer or geometry (same formula, charge and spin) is 2.260 eV. The value obtained for the energy is -344.866853 Eh. As for the HOMO energy: -0.6703 hartree. The LUMO energy comes out at -7.21 eV. Its charge is +2.

Each line ends with the natural charge from an NBO analysis.
CARTESIAN COORDINATES (ANGSTROEM)
O1 2.078 -0.668 -0.685  -0.97
N1 -0.162 -1.348 -1.596  -0.70
N2 -0.789 0.298 2.677  -0.69
C1 0.104 1.047 -1.975  -0.35
C2 -1.075 0.210 0.235  -0.51
C3 -0.082 0.528 1.333  -0.22
C4 -0.477 0.119 -1.143  0.15
H1 0.886 -0.052 1.410  0.26
H2 -0.583 -1.378 -2.520  0.45
H3 2.842 -1.055 -0.444  0.50
H4 -1.837 0.329 2.613  0.46
H5 -0.611 -1.902 -1.027  0.41
H6 -0.502 -0.592 3.071  0.45
H7 -0.489 0.950 3.410  0.46
H8 2.305 0.051 -1.326  0.50
H9 0.275 1.644 1.464  0.26
H10 0.882 -1.625 -1.694  0.49
H11 0.462 0.987 -3.048  0.28
H12 -1.811 1.105 0.273  0.29
H13 0.158 2.072 -1.585  0.25
H14 -1.575 -0.721 0.560  0.24

(2)
Density functional theory data (ωB97M-V with the def2-TZVPD basis set) for the ion C4H14N2O with charge +2 at a distorted geometry.

The frontier orbital gap comes out at 11.063 eV. The value obtained for the energy relative to the best compared isomer or geometry (same formula, charge and spin) is 2.695 eV. As for the structure (SMILES): [NH3+]CC[C@H]([NH3+])CO. The value obtained for the energy is -344.850867 Eh. As for the HOMO energy: -0.6705 hartree. The LUMO energy comes out at -7.18 eV. Its charge is +2.

Each line ends with the natural charge from an NBO analysis.
CARTESIAN COORDINATES (ANGSTROEM)
O1 1.700 0.332 -2.386  -0.71
N1 -1.698 -1.638 1.306  -0.66
N2 2.056 1.049 0.458  -0.66
C1 0.570 0.446 -1.488  -0.13
C2 -1.656 -0.414 0.327  -0.26
C3 -0.569 0.645 0.706  -0.48
C4 0.801 0.307 0.070  -0.09
H1 -2.573 -2.068 1.133  0.46
H2 -1.741 -1.362 2.211  0.43
H3 1.591 -0.545 -2.900  0.51
H4 1.042 -0.791 0.191  0.21
H5 0.301 1.499 -1.846  0.23
H6 2.639 1.062 -0.457  0.49
H7 -0.885 -2.305 1.158  0.46
H8 1.928 1.909 0.798  0.43
H9 -0.550 1.010 1.863  0.29
H10 -1.707 -1.064 -0.640  0.26
H11 -2.616 0.084 0.078  0.29
H12 -0.898 1.535 0.086  0.27
H13 2.541 0.495 1.179  0.46
H14 -0.275 -0.187 -1.845  0.21

(3)
Density functional theory data (ωB97M-V with the def2-TZVPD basis set) for a cluster of 2 separate species, C4H14N2O2 in total at a distorted geometry.

The frontier orbital gap comes out at 9.943 eV. The value obtained for the energy relative to the best compared isomer or geometry (same formula, charge and spin) is 1.045 eV. As for the structure (SMILES): C[C@@H](N)CNCO.O. The value obtained for the energy is -420.766687 Eh. As for the HOMO energy: -0.3331 hartree. The LUMO energy comes out at 0.88 eV.

Each line ends with the natural charge from an NBO analysis.
CARTESIAN COORDINATES (ANGSTROEM)
O1 -0.693 0.779 -2.632  -0.95
O2 -2.310 -0.231 -0.628  -0.77
N1 -0.155 1.308 1.160  -0.85
N2 -0.532 -1.552 0.468  -0.64
C1 0.975 0.342 1.200  -0.06
C2 2.281 0.988 0.743  -0.63
C3 -1.756 -1.485 -0.262  0.09
C4 0.659 -0.756 0.150  -0.24
H1 0.976 0.016 2.240  0.19
H2 0.541 -0.239 -0.800  0.22
H3 0.247 2.227 1.323  0.35
H4 3.081 0.252 0.665  0.22
H5 -2.256 0.436 0.067  0.49
H6 -1.390 0.183 -2.264  0.49
H7 -0.538 1.438 0.235  0.35
H8 -1.749 -2.028 -1.222  0.15
H9 1.507 -1.456 0.119  0.19
H10 2.480 1.932 1.239  0.21
H11 -0.742 -1.515 1.455  0.37
H12 -2.468 -2.084 0.325  0.16
H13 -0.340 0.157 -3.261  0.46
H14 2.183 1.289 -0.319  0.21

(4)
Density functional theory data (ωB97M-V with the def2-TZVPD basis set) for a structure of composition C4H14N2O2 at a distorted geometry.

The frontier orbital gap comes out at 4.291 eV. The value obtained for the energy relative to the best compared isomer or geometry (same formula, charge and spin) is 7.537 eV. The value obtained for the energy is -420.528116 Eh. As for the HOMO energy: -0.2946 hartree. The LUMO energy comes out at -3.72 eV.

Each line ends with the natural charge from an NBO analysis.
CARTESIAN COORDINATES (ANGSTROEM)
O1 -2.274 0.787 -0.592  -0.81
O2 -0.973 -0.813 -1.858  -1.09
N1 1.541 -0.466 0.798  -0.03
N2 -0.092 1.360 0.108  -0.47
C1 -0.399 0.699 1.337  -0.18
C2 1.166 -1.814 0.576  -0.50
C3 -1.306 1.704 -0.660  0.08
C4 0.939 0.102 1.878  -0.32
H1 1.547 0.896 2.308  0.25
H2 0.653 -0.598 2.653  0.21
H3 -1.253 -1.728 -1.836  0.45
H4 1.678 0.278 -2.999  -0.04
H5 1.411 -2.081 -0.446  0.25
H6 -0.836 1.474 1.977  0.22
H7 -1.081 -0.152 1.212  0.24
H8 1.268 -0.330 -2.871  0.03
H9 -1.687 2.660 -0.262  0.17
H10 -1.695 -0.197 -1.231  0.48
H11 0.107 -1.927 0.800  0.23
H12 -0.940 1.881 -1.676  0.17
H13 1.695 -2.496 1.233  0.26
H14 0.532 0.760 -0.450  0.39

(5)
Density functional theory data (ωB97M-V with the def2-TZVPD basis set) for a cluster of 2 separate species, C4H14N2O2 in total at a distorted geometry.

The frontier orbital gap comes out at 9.438 eV. The value obtained for the energy relative to the best compared isomer or geometry (same formula, charge and spin) is 1.846 eV. As for the structure (SMILES): NC[C@H](N)CCO.O. The value obtained for the energy is -420.737265 Eh. As for the HOMO energy: -0.3303 hartree. The LUMO energy comes out at 0.45 eV.

Each line ends with the natural charge from an NBO analysis.
CARTESIAN COORDINATES (ANGSTROEM)
O1 -2.436 2.030 -2.297  -0.93
O2 -1.599 0.439 2.504  -0.73
N1 2.026 -1.105 0.857  -0.86
N2 1.955 0.566 -1.412  -0.87
C1 -0.381 -1.180 1.057  -0.45
C2 0.780 -0.340 0.504  -0.06
C3 0.811 -0.278 -1.040  -0.23
C4 -1.568 -0.329 1.292  -0.07
H1 2.597 -1.452 0.097  0.36
H2 2.174 0.557 -2.400  0.37
H3 -0.060 0.164 -1.537  0.17
H4 -1.790 0.288 0.392  0.14
H5 1.038 0.641 0.896  0.19
H6 -2.720 1.193 -1.936  0.47
H7 0.908 -1.278 -1.476  0.19
H8 2.743 -0.565 1.327  0.36
H9 -1.387 1.371 2.365  0.47
H10 -1.794 2.321 -1.641  0.46
H11 -0.645 -1.893 0.254  0.21
H12 -0.030 -1.863 1.818  0.25
H13 1.965 1.475 -1.001  0.36
H14 -2.589 -0.763 1.378  0.19

(6)
Density functional theory data (ωB97M-V with the def2-TZVPD basis set) for a cluster of 2 separate species, C4H14N2O2 in total at a distorted geometry.

The frontier orbital gap comes out at 9.385 eV. The value obtained for the energy relative to the best compared isomer or geometry (same formula, charge and spin) is 1.239 eV. As for the structure (SMILES): NCCNCCO.O. The value obtained for the energy is -420.759581 Eh. As for the HOMO energy: -0.3158 hartree. The LUMO energy comes out at 0.79 eV.

Each line ends with the natural charge from an NBO analysis.
CARTESIAN COORDINATES (ANGSTROEM)
O1 -0.317 2.284 0.130  -1.01
O2 -0.643 1.121 2.510  -0.75
N1 0.225 0.741 -2.222  -0.88
N2 0.788 -0.719 0.314  -0.64
C1 -0.041 -0.157 2.595  -0.07
C2 -0.397 -0.587 -1.962  -0.24
C3 -0.245 -0.995 1.332  -0.24
C4 0.500 -1.313 -0.932  -0.23
H1 -0.731 1.374 1.577  0.49
H2 1.391 -1.618 -1.513  0.17
H3 -0.271 -1.167 -2.874  0.18
H4 -0.071 3.035 0.671  0.49
H5 -0.511 -0.675 3.430  0.17
H6 1.175 0.589 -2.546  0.36
H7 -1.348 -0.401 -1.491  0.20
H8 1.030 -0.061 2.748  0.16
H9 -1.276 -0.805 0.995  0.17
H10 0.168 -2.352 -0.786  0.20
H11 -0.276 1.296 -2.905  0.37
H12 1.008 0.262 0.198  0.38
H13 -0.012 2.216 -0.789  0.52
H14 -0.143 -2.066 1.519  0.19

(7)
Density functional theory data (ωB97M-V with the def2-TZVPD basis set) for a cluster of 3 separate species, C4H14N2O3 in total at a distorted geometry.

The frontier orbital gap comes out at 9.611 eV. The value obtained for the energy relative to the best compared isomer or geometry (same formula, charge and spin) is 1.928 eV. As for the structure (SMILES): C[C@@H](C=O)NCN.O.O. The value obtained for the energy is -495.999678 Eh. As for the HOMO energy: -0.3348 hartree. The LUMO energy comes out at 0.50 eV.

Each line ends with the natural charge from an NBO analysis.
CARTESIAN COORDINATES (ANGSTROEM)
O1 -0.146 2.294 -2.079  -0.52
O2 -0.338 -2.665 2.420  -0.95
O3 -2.496 -0.906 1.382  -0.95
N1 -0.527 -1.012 -2.498  -0.83
N2 0.347 -0.183 -0.304  -0.65
C1 0.455 1.262 0.015  -0.17
C2 1.567 1.524 1.007  -0.63
C3 -0.798 -0.532 -1.149  -0.08
C4 0.725 2.003 -1.290  0.42
H1 -2.533 -1.228 2.287  0.48
H2 -0.029 -0.383 -3.111  0.36
H3 1.754 2.329 -1.544  0.11
H4 -0.514 1.550 0.384  0.22
H5 0.321 -2.133 2.871  0.47
H6 -1.509 0.265 -1.191  0.21
H7 2.503 1.875 0.573  0.21
H8 1.228 -0.498 -0.692  0.36
H9 1.296 2.208 1.814  0.23
H10 -1.602 -0.588 1.230  0.47
H11 -1.284 -1.386 -0.719  0.19
H12 -0.248 -2.536 1.463  0.48
H13 1.823 0.615 1.564  0.22
H14 0.005 -1.873 -2.433  0.35

(8)
Density functional theory data (ωB97M-V with the def2-TZVPD basis set) for a cluster of 3 separate species, C4H14N2O3 in total at a distorted geometry.

The frontier orbital gap comes out at 9.628 eV. The value obtained for the energy relative to the best compared isomer or geometry (same formula, charge and spin) is 2.305 eV. As for the structure (SMILES): C[C@@H](C=O)NCN.O.O. The value obtained for the energy is -495.985830 Eh. As for the HOMO energy: -0.3347 hartree. The LUMO energy comes out at 0.52 eV.

Each line ends with the natural charge from an NBO analysis.
CARTESIAN COORDINATES (ANGSTROEM)
O1 -1.183 2.678 -0.287  -0.95
O2 -2.889 0.942 -1.835  -0.95
O3 2.604 -0.333 1.546  -0.52
N1 0.142 -0.386 -0.309  -0.66
N2 2.101 0.419 -1.671  -0.83
C1 -0.717 -1.654 1.696  -0.64
C2 1.677 -1.099 1.436  0.41
C3 0.242 -0.611 1.176  -0.16
C4 1.006 0.727 -0.766  -0.09
H1 1.671 0.017 -2.494  0.34
H2 0.415 1.376 -1.465  0.19
H3 1.379 1.359 0.066  0.22
H4 -0.321 -2.661 1.849  0.21
H5 2.837 -0.214 -1.369  0.36
H6 -1.263 -1.383 2.592  0.23
H7 -1.569 -1.796 1.016  0.22
H8 0.305 -1.269 -0.780  0.37
H9 1.922 -2.153 1.672  0.12
H10 0.088 0.398 1.609  0.22
H11 -1.974 0.745 -2.000  0.48
H12 -1.063 1.745 -0.103  0.47
H13 -2.119 2.870 -0.330  0.48
H14 -3.291 0.282 -1.248  0.47

Question: Among the records above, which one has the highest energy relative to the best compared isomer or geometry (same formula, charge and spin)?
Answer: number 4